115
Properties=species:S:1:pos:R:3:forces:R:3:lowdin_charge:R:1 method="wB97M-V/def2-TZVPD" total_energy_ev=-67211.930 charge=+1 lumo_energy_ev=-3.650 e_homo_ev=-9.9639 multiplicity=1
C -6.641346 -0.337254 2.389043 -0.4 0.1 -0.4 -0.05
C -5.184307 -0.052128 2.184194 0.2 0.5 -0.3 -0.27
C -4.682848 1.241116 2.375269 -0.1 -0.5 0.5 0.00
C -3.315200 1.476590 2.458890 -0.1 -0.7 -0.5 -0.21
C -2.859006 2.825408 2.919652 0.0 0.7 0.3 -0.05
C -2.436694 0.414652 2.144363 -1.3 -0.1 0.1 -0.16
N -1.074616 0.712445 1.999081 1.2 -0.2 0.3 -0.03
C -0.069790 0.069328 2.615191 0.1 0.1 -2.9 -0.03
N 1.100929 0.611761 2.141732 -1.3 -0.7 0.5 -0.01
C 2.451476 0.192235 2.259982 0.5 0.1 -0.4 -0.14
C 2.860789 -1.047365 1.720805 0.4 0.4 0.2 -0.21
C 1.926905 -2.086456 1.128785 -0.2 0.2 0.3 -0.02
C 4.234739 -1.326810 1.733176 -0.4 0.5 0.1 -0.02
C 5.152612 -0.400142 2.232959 0.1 -0.2 0.0 -0.25
C 6.610950 -0.772957 2.284487 0.0 0.0 0.0 -0.04
C 4.717229 0.851984 2.684897 -0.2 -0.4 -0.3 0.00
C 3.371245 1.204109 2.632297 0.0 -0.7 0.3 -0.18
C 3.013900 2.628441 3.021750 0.4 0.0 0.1 -0.03
C 0.862276 1.486689 0.982179 0.8 0.2 -0.2 -0.08
C -0.617871 1.675757 0.977976 -1.2 0.5 -0.5 -0.07
C -2.914064 -0.886699 1.892048 -0.5 0.7 -0.4 -0.18
C -2.035011 -2.078998 1.695494 0.2 -0.7 -0.2 -0.03
C -4.297033 -1.066610 1.842843 0.1 0.0 0.5 0.00
H -6.837958 -1.402460 2.248394 -0.1 0.1 0.0 0.08
H -6.970293 -0.063610 3.403586 0.2 0.0 -0.3 0.08
H -7.251758 0.240626 1.676387 0.1 -0.2 0.3 0.09
H -5.379704 2.067444 2.541721 0.2 -0.3 0.2 0.13
H -1.833163 2.846492 3.331117 -0.4 -0.1 -0.3 0.08
H -2.938410 3.563493 2.103899 0.2 -0.1 0.3 0.09
H -3.536101 3.176424 3.724912 0.4 -0.2 -0.4 0.09
H 2.234852 -3.074882 1.483396 -0.2 0.1 0.0 0.08
H 0.875351 -1.915817 1.413924 0.4 -0.1 -0.2 0.05
H 1.989315 -2.120089 0.033504 0.0 0.2 0.2 0.10
H 4.562618 -2.294630 1.344369 0.1 0.3 0.1 0.13
H 7.229791 0.125763 2.343985 0.0 -0.2 -0.1 0.08
H 6.807965 -1.378830 3.178534 0.1 0.1 -0.2 0.08
H 6.890582 -1.357182 1.398054 0.0 0.2 0.3 0.09
H 5.427280 1.578363 3.080381 0.0 -0.2 -0.2 0.12
H 3.918184 3.044480 3.477384 -0.3 0.1 0.1 0.08
H 2.792220 3.302012 2.177089 0.0 -0.4 0.2 0.08
H 2.212007 2.703004 3.758061 -0.1 -0.1 -0.1 0.09
H 1.398735 2.427046 1.110621 -0.1 -0.1 -0.1 0.10
H 1.271762 1.007989 0.083167 -0.2 -0.1 0.1 0.14
H -1.105821 1.439423 0.016839 0.2 0.0 0.4 0.15
H -0.886845 2.717329 1.221676 -0.1 -0.5 0.1 0.12
H -2.613385 -2.989574 1.924592 0.2 0.3 -0.2 0.09
H -1.648922 -2.192667 0.669492 -0.1 0.2 0.3 0.10
H -1.185544 -2.060100 2.382806 -0.2 -0.1 -0.3 0.03
H -4.690016 -2.044820 1.562943 0.1 0.1 0.3 0.13
C 4.968279 -4.950651 10.687558 0.3 -0.1 0.1 -0.14
Si 4.818595 -5.915536 9.100666 -0.8 0.1 -0.2 0.41
C 6.402932 -6.177392 8.148100 0.2 -0.1 0.2 -0.15
C 3.824210 -7.480504 9.339984 0.5 -0.2 0.2 -0.14
O 4.001474 -4.952757 8.035309 -0.1 0.4 -0.5 -0.19
C 2.760841 -4.569141 7.508778 0.0 0.0 -0.2 -0.32
C 2.234030 -5.601866 6.484125 0.1 0.1 0.3 -0.15
C 3.102627 -6.509833 5.877372 -0.3 -0.4 -0.2 -0.05
C 2.615523 -7.423548 4.928065 0.0 0.2 0.0 -0.06
C 1.252880 -7.418420 4.593891 0.1 -0.2 -0.2 -0.08
C 0.365323 -6.539059 5.238693 0.5 -0.1 -0.1 -0.07
C 0.868941 -5.625861 6.167511 0.0 -0.2 -0.3 -0.05
C 1.796102 -4.425663 8.716636 0.2 0.0 -0.2 -0.14
C 1.099300 -5.552476 9.166094 -0.2 0.0 0.5 -0.05
C 0.414608 -5.542258 10.392660 0.4 0.3 -0.3 -0.06
C 0.441981 -4.393501 11.189081 0.0 0.2 -0.1 -0.08
C 1.123404 -3.259052 10.733572 0.2 0.3 -0.1 -0.08
C 1.798288 -3.273283 9.502958 -0.3 -0.3 0.3 -0.04
C 3.122199 -3.231829 6.723821 0.0 -0.5 -0.4 -0.13
C 4.457216 -3.350847 5.924408 0.1 1.1 0.1 -0.09
C 4.099191 -3.738599 4.489171 -0.2 -0.4 0.0 -0.12
C 2.674627 -3.181205 4.295327 0.5 -0.8 -0.4 -0.14
N 2.182137 -2.876982 5.630428 -0.1 0.0 0.2 -0.06
C 1.029582 -2.192045 5.714946 -0.9 0.7 -1.5 -0.02
C 0.329457 -1.832753 4.536257 2.1 -1.9 0.3 -0.11
C -0.673971 -0.838578 4.464145 0.0 3.6 1.2 -0.05
C -1.993388 -1.002854 5.077342 -0.8 0.0 0.0 -0.20
C -2.725095 0.106232 5.575670 0.1 0.2 -0.8 -0.02
C -4.105571 0.059155 5.715924 -0.1 0.0 0.1 -0.07
C -4.809157 -1.107785 5.395308 0.4 -0.4 0.6 -0.05
C -4.054768 -2.292058 5.248502 -0.2 0.1 0.2 -0.06
C -2.657378 -2.257554 5.167356 -0.2 0.1 -0.9 0.00
H 5.584955 -5.514533 11.401117 -0.1 0.2 0.0 0.04
H 5.438150 -3.973924 10.513074 0.0 -0.2 0.0 0.04
H 3.982511 -4.774015 11.140538 0.2 -0.1 -0.1 0.03
H 7.123917 -6.775228 8.715842 0.0 0.1 -0.1 0.04
H 6.202334 -6.697120 7.200926 0.0 0.1 0.2 0.03
H 6.870128 -5.212661 7.908976 -0.1 -0.2 0.1 0.04
H 4.481762 -8.265472 9.745309 -0.3 0.1 -0.1 0.04
H 3.002305 -7.316306 10.041558 0.1 -0.1 0.0 0.03
H 3.406846 -7.830891 8.390470 0.1 0.0 0.1 0.03
H 4.163310 -6.527750 6.136704 -0.4 0.1 0.0 0.11
H 3.323419 -8.128296 4.448922 -0.6 0.5 0.3 0.12
H 0.885032 -8.108522 3.814437 0.2 0.4 0.6 0.11
H -0.708299 -6.584986 5.024863 0.5 0.1 0.0 0.11
H 0.196611 -4.937466 6.678997 0.1 -0.2 -0.2 0.12
H 1.133370 -6.469241 8.576729 -0.1 0.3 0.2 0.12
H -0.104780 -6.438976 10.733720 0.1 0.3 -0.1 0.11
H -0.063943 -4.371494 12.163307 0.2 0.0 -0.5 0.11
H 1.160395 -2.339893 11.341158 -0.1 -0.6 -0.3 0.11
H 2.358298 -2.404030 9.167266 -0.2 -0.1 0.3 0.10
H 3.224707 -2.405819 7.442299 -0.2 -0.3 -0.3 0.14
H 4.828581 -2.313330 5.890533 0.0 -0.2 0.0 0.12
H 5.258551 -3.931929 6.395852 -0.6 0.0 -0.1 0.11
H 4.813349 -3.330414 3.753862 -0.3 -0.1 0.3 0.10
H 4.082793 -4.831835 4.384801 0.1 0.4 -0.1 0.09
H 2.653472 -2.281114 3.657185 0.0 -0.2 0.6 0.09
H 2.037051 -3.936088 3.787825 0.1 0.3 0.4 0.13
H 0.727057 -1.836695 6.715919 0.1 -0.2 -0.6 0.15
H 0.563424 -2.290725 3.551895 0.4 0.4 1.2 0.08
H -0.376213 0.245617 4.160999 -0.7 -1.4 3.2 0.12
H -2.189701 1.030817 5.797131 -0.1 -0.1 -0.3 0.12
H -4.646284 0.937130 6.065793 0.1 -0.1 -0.2 0.12
H -5.922053 -1.116978 5.407425 1.1 -0.1 0.0 0.12
H -4.588642 -3.246168 5.186318 0.3 0.3 0.0 0.11
H -2.084471 -3.188111 5.065750 -0.3 0.4 -0.2 0.12